16
Properties=species:S:1:pos:R:3:forces:R:3:mulliken_charge:R:1 method="wB97M-V/def2-TZVPD" homo_lumo_gap_ha=0.30604 homo_energy_ha=-0.3370 de_lowest_kcal_mol=127.24 total_energy_ha=-1103.8862 lumo_ev=-0.84
C -2.937916 -1.379149 0.525348 -3.1 1.9 2.9 -0.620
C -1.945460 0.537653 -0.018369 1.3 2.2 -2.2 -0.491
C 0.582046 0.668495 0.539019 0.8 -0.2 0.6 0.377
C 1.971690 0.959616 0.149872 2.3 -0.3 -3.7 -0.493
H -2.578298 -1.000233 1.611386 -0.8 -1.7 -2.1 0.267
H -4.122408 -0.906158 0.492614 3.1 -0.9 -0.3 0.211
H -3.136380 -2.455817 0.400131 0.9 0.5 0.0 0.275
H -2.790526 1.208963 -0.346820 0.7 -0.8 0.1 0.406
H -1.654983 0.796641 1.009292 -0.5 -0.7 0.0 0.319
H 2.148557 1.609187 -0.848174 -1.0 -1.6 2.2 0.247
H 2.662121 1.412980 0.839265 -0.1 -0.3 0.9 0.382
H 0.988814 -1.872773 -0.635635 3.2 2.4 0.8 0.149
O -2.049007 -0.779131 -0.381177 -1.9 -1.7 1.0 -0.254
O 0.317300 0.239031 1.649901 -0.7 0.9 -1.5 -0.528
S -0.368151 0.877856 -0.956553 -1.4 1.1 1.7 -0.062
S 2.637814 -0.827336 -0.283890 -2.9 -0.8 -0.3 -0.185

15
Properties=species:S:1:pos:R:3:forces:R:3:mulliken_charge:R:1 method="wB97M-V/def2-TZVPD" homo_lumo_gap_ha=0.34089 homo_energy_ha=-0.3099 de_lowest_kcal_mol=95.89 total_energy_ha=-382.8120 lumo_ev=0.84
C 0.961107 1.746068 0.121127 -0.3 0.2 0.3 -1.195
C -0.079746 0.869318 -0.303138 0.0 0.3 0.0 0.338
O 1.107287 -0.248272 -1.164764 0.1 0.0 0.1 -0.692
C -0.980699 0.072938 0.609407 0.2 0.1 0.1 -0.448
O -1.531235 -1.082288 -0.033667 0.1 -0.1 -0.1 -0.294
C -0.776084 -2.179637 0.040383 0.3 -0.2 0.2 0.181
O 0.248105 -2.286164 0.668660 -0.5 0.0 -0.3 -0.528
H 0.889123 2.794824 -0.150683 0.1 -0.2 -0.1 0.307
H 1.569457 0.813859 -0.835491 -0.1 -0.3 0.0 0.440
H 1.423483 1.529755 1.084187 -0.3 0.2 0.0 0.283
H -0.618964 1.170090 -1.200224 0.1 0.0 0.0 0.203
H 1.498479 -0.864186 -0.512992 -0.4 0.1 -0.2 0.356
H -1.847736 0.718145 0.797624 0.2 -0.1 0.0 0.279
H -0.529157 -0.195096 1.566909 0.1 0.0 -0.2 0.393
H -1.231175 -2.979190 -0.557874 0.0 0.0 0.1 0.378

15
Properties=species:S:1:pos:R:3:forces:R:3:mulliken_charge:R:1 method="wB97M-V/def2-TZVPD" homo_lumo_gap_ha=0.41811 homo_energy_ha=-0.3878 de_lowest_kcal_mol=16.81 total_energy_ha=-382.9380 lumo_ev=0.83 smiles="CCOC(=O)CO"
C -2.569644 0.107681 -0.004036 0.0 0.0 0.0 -1.162
C -1.259660 -0.645254 -0.066029 -0.2 -0.1 0.0 -0.195
O -0.191661 0.311929 0.087219 0.1 0.0 0.0 -0.283
C 1.036885 -0.188860 -0.024291 0.2 -0.1 0.0 0.663
O 1.289689 -1.354345 -0.232888 -0.1 0.3 0.0 -0.608
C 2.124828 0.852966 0.160655 -0.3 0.1 0.0 -0.302
O 3.370306 0.315720 -0.169589 0.1 -0.1 0.0 -0.542
H -2.681495 0.623553 0.953855 0.0 -0.1 -0.1 0.305
H -2.634085 0.847141 -0.807396 0.0 -0.1 0.1 0.300
H -3.399798 -0.596884 -0.117171 0.1 0.1 0.0 0.373
H -1.127080 -1.160973 -1.021355 0.0 0.1 0.1 0.308
H -1.174967 -1.391225 0.730249 0.0 0.1 -0.1 0.295
H 1.898868 1.723862 -0.467665 0.0 -0.1 0.1 0.268
H 2.092940 1.184306 1.208637 0.0 0.0 -0.1 0.229
H 3.231223 -0.641586 -0.252975 0.1 0.1 0.0 0.351

15
Properties=species:S:1:pos:R:3:forces:R:3:mulliken_charge:R:1 method="wB97M-V/def2-TZVPD" homo_lumo_gap_ha=0.36643 homo_energy_ha=-0.3413 de_lowest_kcal_mol=113.36 total_energy_ha=-382.7842 lumo_ev=0.68
C 0.749648 -0.048928 0.821400 0.1 0.2 0.1 -1.194
C -0.335969 0.837512 0.241330 -0.1 -0.4 0.0 0.326
O 0.083767 2.188679 0.197682 -0.1 0.2 0.0 -0.541
C -0.648756 0.283042 -1.174891 -0.1 0.2 0.0 -0.512
O 0.063533 -0.946944 -1.350855 0.0 -0.1 0.0 -0.335
C 0.213559 -1.628681 -0.200016 0.2 -0.1 -0.2 0.267
O -0.804762 -2.032059 0.523024 0.0 -0.1 -0.1 -0.690
H 1.723402 0.101158 0.350918 -0.1 0.0 0.1 0.356
H -0.000254 -1.193355 1.094566 0.0 0.1 0.1 0.226
H 0.867449 0.082679 1.906047 -0.1 -0.1 -0.1 0.442
H -1.232084 0.740940 0.869816 0.1 0.1 -0.1 0.282
H -0.699964 2.740581 0.084001 0.2 0.0 0.0 0.328
H -0.239399 0.964058 -1.924840 -0.1 -0.1 0.1 0.330
H -1.718474 0.133464 -1.348131 0.1 0.0 0.1 0.271
H 1.114719 -2.253973 -0.268020 -0.2 0.1 0.0 0.445

15
Properties=species:S:1:pos:R:3:forces:R:3:mulliken_charge:R:1 method="wB97M-V/def2-TZVPD" homo_lumo_gap_ha=0.34607 homo_energy_ha=-0.3168 de_lowest_kcal_mol=68.47 total_energy_ha=-382.8557 lumo_ev=0.80 smiles="OC/C=C(/O)CO"
O -0.065390 -0.335379 2.198263 0.0 -0.3 0.3 -0.517
C 0.863309 0.460986 1.488558 0.7 0.0 0.0 -0.598
C 0.258436 0.982458 0.249469 0.8 -0.4 -0.2 -0.784
C -0.337765 0.284632 -0.736419 0.3 0.0 0.6 0.796
O -1.179275 1.045617 -1.477645 0.2 0.6 0.2 -0.558
C -0.157375 -1.143540 -1.137010 0.2 0.1 0.4 -0.289
O -1.189761 -1.682087 -1.919992 -0.3 0.2 0.0 -0.521
H 0.435077 -0.697145 2.939778 -0.3 -0.1 0.0 0.310
H 1.756289 -0.126695 1.260603 0.2 -0.1 0.1 0.306
H 1.179363 1.314080 2.102263 0.0 -0.1 -0.1 0.330
H 0.539044 2.001785 -0.018483 -0.7 0.2 0.3 0.347
H -1.165569 1.758784 -0.785297 -1.0 0.2 -1.6 0.364
H 0.808391 -1.211143 -1.670909 -0.2 0.1 0.1 0.214
H -0.053118 -1.710797 -0.208336 0.0 -0.1 -0.1 0.258
H -1.691656 -0.941555 -2.284842 0.0 -0.1 0.0 0.343

15
Properties=species:S:1:pos:R:3:forces:R:3:mulliken_charge:R:1 method="wB97M-V/def2-TZVPD" homo_lumo_gap_ha=0.36529 homo_energy_ha=-0.3525 de_lowest_kcal_mol=37.33 total_energy_ha=-382.9053 lumo_ev=0.35 smiles="CCC=O.O=CO"
O 0.544479 -0.053935 3.668276 -0.6 0.9 -1.2 -0.487
C 0.270444 0.454469 2.590493 0.4 -1.2 0.9 0.036
C 1.284792 0.632749 1.493632 0.4 -0.2 -0.2 -0.295
C 0.826520 -0.083137 0.204998 -1.0 0.1 0.4 -0.983
H -0.789728 0.701489 2.324837 0.4 0.1 0.2 0.317
H 2.253622 0.256316 1.855482 -0.3 0.2 0.0 0.262
H 1.361643 1.713467 1.291452 0.1 -0.3 0.0 0.274
H 0.588992 -1.163652 0.332604 0.4 0.7 0.1 0.298
H 1.506092 0.041249 -0.635241 0.1 0.0 0.2 0.327
H -0.122263 0.394370 -0.074179 0.2 -0.2 -0.2 0.238
O -0.030981 0.329953 -2.809965 -0.9 -1.4 -0.9 -0.431
C -0.933807 -0.464514 -2.920014 0.1 2.4 2.1 0.195
O -1.742282 -0.632357 -1.795954 -0.5 -2.0 -1.8 -0.419
H -1.292517 -0.924016 -3.847475 0.2 -0.4 0.1 0.335
H -2.363269 -1.405906 -1.960989 0.9 1.4 0.3 0.332

15
Properties=species:S:1:pos:R:3:forces:R:3:mulliken_charge:R:1 method="wB97M-V/def2-TZVPD" homo_lumo_gap_ha=0.37638 homo_energy_ha=-0.3562 de_lowest_kcal_mol=36.84 total_energy_ha=-382.9061 lumo_ev=0.55 smiles="C[C@@H](O)[C@@H](O)C=O"
C 0.642424 1.418125 -0.613912 0.0 0.0 -0.1 -1.376
C 0.453393 0.381543 0.482279 0.2 0.0 -0.1 0.279
O -0.608091 0.784121 1.349432 0.1 0.1 0.2 -0.606
C 0.106207 -1.044987 0.006215 0.1 0.0 -0.1 -0.019
O -0.244215 -1.817407 1.113610 0.0 0.1 0.1 -0.564
C -0.962388 -1.092047 -1.081074 -0.3 -0.2 0.0 -0.154
O -2.022211 -1.650010 -0.955432 0.4 0.3 0.0 -0.472
H 0.882212 2.384806 -0.161353 0.0 -0.1 -0.1 0.352
H 1.457870 1.142731 -1.292303 -0.1 0.0 0.1 0.327
H -0.274197 1.545290 -1.197895 0.1 0.0 0.1 0.385
H 1.380424 0.280719 1.061764 -0.1 0.0 -0.1 0.359
H -0.229075 1.032894 2.199876 -0.2 0.0 -0.1 0.345
H 1.009363 -1.482695 -0.442746 -0.1 0.1 0.0 0.387
H -0.910106 -1.279661 1.572275 0.0 -0.3 0.0 0.391
H -0.681611 -0.603422 -2.040738 -0.1 -0.1 0.1 0.366

15
Properties=species:S:1:pos:R:3:forces:R:3:mulliken_charge:R:1 method="wB97M-V/def2-TZVPD" homo_lumo_gap_ha=0.37723 homo_energy_ha=-0.3485 de_lowest_kcal_mol=100.54 total_energy_ha=-382.8046 lumo_ev=0.78 smiles=OCC1(CO)CO1
O -2.306323 0.291408 0.225705 -0.2 0.0 -0.2 -0.566
C -1.334718 -0.736042 0.188099 0.4 0.0 0.2 -0.559
C 0.025198 -0.194399 -0.268873 0.1 1.3 1.1 0.989
C 1.274370 -0.237356 0.666424 -0.1 -0.6 0.4 -0.700
O 2.473448 -0.623709 0.079268 0.1 -0.6 -0.2 -0.475
C 0.137428 1.237425 -0.616957 -0.6 0.7 -0.3 -0.883
O -0.082277 0.285183 -1.618655 0.4 -0.4 -0.3 -0.478
H -2.374257 0.621520 -0.682162 -0.2 0.0 0.2 0.336
H -1.264218 -1.145332 1.198121 0.0 0.1 0.0 0.344
H -1.705505 -1.556038 -0.454793 0.5 0.3 0.0 0.245
H 1.493800 0.752616 1.117457 -0.3 -0.6 -0.3 0.328
H 0.904179 -0.835507 1.501852 0.5 -0.6 0.2 0.330
H 2.228875 -1.347187 -0.504540 0.4 -0.2 -0.2 0.363
H 1.146353 1.653326 -0.699697 -0.4 0.0 0.3 0.395
H -0.616357 1.834095 -0.131249 -0.6 0.6 -0.9 0.331

Repeat the fifth record exactly.
15
Properties=species:S:1:pos:R:3:forces:R:3:mulliken_charge:R:1 method="wB97M-V/def2-TZVPD" homo_lumo_gap_ha=0.34607 homo_energy_ha=-0.3168 de_lowest_kcal_mol=68.47 total_energy_ha=-382.8557 lumo_ev=0.80 smiles="OC/C=C(/O)CO"
O -0.065390 -0.335379 2.198263 0.0 -0.3 0.3 -0.517
C 0.863309 0.460986 1.488558 0.7 0.0 0.0 -0.598
C 0.258436 0.982458 0.249469 0.8 -0.4 -0.2 -0.784
C -0.337765 0.284632 -0.736419 0.3 0.0 0.6 0.796
O -1.179275 1.045617 -1.477645 0.2 0.6 0.2 -0.558
C -0.157375 -1.143540 -1.137010 0.2 0.1 0.4 -0.289
O -1.189761 -1.682087 -1.919992 -0.3 0.2 0.0 -0.521
H 0.435077 -0.697145 2.939778 -0.3 -0.1 0.0 0.310
H 1.756289 -0.126695 1.260603 0.2 -0.1 0.1 0.306
H 1.179363 1.314080 2.102263 0.0 -0.1 -0.1 0.330
H 0.539044 2.001785 -0.018483 -0.7 0.2 0.3 0.347
H -1.165569 1.758784 -0.785297 -1.0 0.2 -1.6 0.364
H 0.808391 -1.211143 -1.670909 -0.2 0.1 0.1 0.214
H -0.053118 -1.710797 -0.208336 0.0 -0.1 -0.1 0.258
H -1.691656 -0.941555 -2.284842 0.0 -0.1 0.0 0.343